The following is a DFT calculation (ωB97M-V/def2-TZVPD) of a gas-phase ion, C10H14N4O (charge +2) in a non-equilibrium geometry.

molecular weight: 206.25 g/mol
spin multiplicity: 1
Kohn-Sham gap (spin up / spin down): 7.40 / 7.40 eV
HOMO (spin up / spin down): -16.3 / -16.3 eV
energy above the lowest of the compared OMol25 structures with the same formula, charge and spin: 463.6 kJ/mol
net charge: +2

Last column: Mulliken charge in e.
Cartesian coordinates (Å):
N (0.86, -0.23, -0.72)  0.41
C (-1.66, -1.64, 0.72)  0.31
H (-0.30, -2.11, -2.41)  0.40
N (0.50, 1.36, 0.84)  -0.34
C (0.75, 2.49, 1.49)  -0.25
H (-3.27, -2.02, 1.89)  0.25
H (3.55, 3.30, -0.27)  0.46
H (0.20, 2.86, 2.40)  0.36
C (0.66, -1.52, -0.12)  -0.46
C (-1.15, -1.66, -1.78)  -0.61
N (-2.76, -2.24, 1.05)  -0.34
C (1.30, 0.99, -0.16)  0.24
H (-1.96, -0.09, 2.08)  0.28
H (-1.80, 0.50, -1.34)  0.31
H (-2.20, -1.78, -1.93)  0.44
C (-0.68, -2.13, -0.38)  0.11
C (1.87, 3.28, 1.12)  -0.64
H (1.20, -1.56, 0.92)  0.43
N (-1.45, -0.50, 1.33)  -0.18
H (-0.52, 0.04, 1.13)  0.27
H (2.15, 4.29, 1.43)  0.38
H (-3.05, -3.02, 0.48)  0.27
C (2.68, 2.87, 0.09)  -0.24
H (-0.46, 0.17, -2.75)  0.30
O (1.51, -1.31, -1.22)  -0.47
H (3.16, 1.37, -1.28)  0.52
C (2.48, 1.64, -0.57)  -0.57
H (-0.53, -3.16, -0.14)  0.56
C (-1.10, -0.20, -1.90)  -0.20